Entry 1:
C7H10 | ωB97M-V/def2-TZVPD

```
17
Properties=species:S:1:pos:R:3:forces:R:3
C 1.9500 0.4472 -1.9719 1.6 2.6 2.3
C 1.5763 0.7137 -0.6595 -2.2 -1.6 -3.0
C 0.2904 0.0761 -0.0469 0.7 2.4 -0.5
C -0.0846 0.9861 1.1499 -2.6 -3.5 -2.1
C -1.3072 1.4027 1.5366 2.3 0.7 0.2
C -0.4470 -0.9589 -0.5038 3.6 0.2 -3.3
C -1.2992 -1.7618 0.3459 -2.1 0.7 -0.5
H 2.2403 -0.4380 -2.4724 -1.4 -1.4 -0.4
H 2.4480 1.2963 -2.4896 0.2 -0.5 0.6
H 1.9696 1.6154 -0.1950 -0.6 0.2 -0.2
H 0.6302 0.5939 1.7645 2.2 1.0 3.0
H -1.2325 1.9126 2.5367 -1.2 -0.6 -1.1
H -2.1404 1.3582 0.8234 0.2 0.5 0.7
H -0.1074 -1.4279 -1.5777 -0.7 1.1 2.8
H -2.1298 -1.1471 0.7102 -0.4 -0.6 -0.3
H -1.5767 -2.6666 -0.1592 -0.6 -0.3 -0.1
H -0.7800 -2.0020 1.2086 1.1 -0.8 1.8
```
Positions in Å, forces in eV/Å.

Results
DFT total energy: -272.544216 a.u.
HOMO energy: -0.2954 Ha
frontier orbital gap: 8.31 eV
structure (SMILES): C=CC(C=C)=CC

Quick look at the Mulliken charges, all values in e: C -0.76; C -0.40; C 0.66; C -0.55; C -0.69; C -0.02; C -1.15; H 0.31; H 0.22; H 0.31; H 0.41; H 0.24; H 0.32; H 0.15; H 0.26; H 0.36; H 0.34


Entry 2:
C7H10 | ωB97M-V/def2-TZVPD

```
17
Properties=species:S:1:pos:R:3:forces:R:3
C -1.7426 -0.8179 0.1512 0.0 0.0 0.1
C -0.4936 -0.6557 -0.6880 0.0 -0.2 0.0
C 0.1883 0.6917 -0.9815 0.1 0.1 -0.1
C -0.2597 1.9907 -0.3358 0.0 0.0 0.1
C 0.8193 -0.3289 -0.1399 0.0 0.0 -0.1
C 1.8645 -0.6420 0.6596 -0.2 -0.2 0.0
C 1.7707 -1.8476 1.4352 0.3 0.4 -0.2
H -2.6305 -0.6009 -0.4521 0.1 0.0 0.1
H -1.8124 -1.8458 0.5170 0.0 0.1 0.0
H -1.7487 -0.1553 1.0211 0.1 -0.1 -0.1
H -0.4439 -1.3503 -1.5292 0.0 0.1 0.1
H 0.5783 0.7972 -1.9950 -0.1 0.0 0.2
H 0.5820 2.6868 -0.2552 -0.1 -0.1 0.0
H -1.0459 2.4722 -0.9265 0.1 -0.1 0.1
H -0.6478 1.8249 0.6745 0.1 0.0 -0.2
H 2.6974 0.0709 0.6741 -0.1 -0.1 0.1
H 2.6832 -1.8670 2.0752 -0.2 -0.1 -0.1
```
Positions in Å, forces in eV/Å.

Results
DFT total energy: -272.526463 a.u.
HOMO energy: -0.2998 Ha
frontier orbital gap: 7.53 eV

Quick look at the Mulliken charges, all values in e: C -1.36; C 0.17; C -0.06; C -1.31; C 0.18; C -0.20; C -0.67; H 0.33; H 0.39; H 0.28; H 0.35; H 0.37; H 0.36; H 0.33; H 0.29; H 0.33; H 0.20


Entry 3:
C7H10 | ωB97M-V/def2-TZVPD

```
17
Properties=species:S:1:pos:R:3:forces:R:3
C -0.0907 -0.6242 0.9778 -0.1 0.1 -0.1
C -1.1274 -0.1071 0.3386 0.2 -0.1 0.1
C -2.5470 0.2663 0.3742 -0.1 0.0 0.2
C -1.6967 0.4966 -0.8742 0.1 0.0 -0.2
C 1.2991 -0.7577 0.4554 -0.1 -0.1 0.1
C 1.6864 -0.2661 -0.9095 -0.1 0.0 -0.2
C 2.1724 0.4678 0.3032 0.1 0.2 0.1
H -0.2408 -0.9687 2.0018 0.0 0.1 -0.1
H -3.2996 -0.5188 0.3366 0.2 0.1 0.0
H -2.8514 1.1390 0.9487 0.1 -0.1 -0.1
H -1.8835 -0.1358 -1.7398 0.0 0.0 0.2
H -1.4361 1.5224 -1.1287 0.0 -0.1 0.1
H 1.8198 -1.6471 0.8058 -0.1 0.1 -0.1
H 2.4011 -0.8545 -1.4780 -0.1 0.1 0.1
H 0.9135 0.2011 -1.5112 0.1 -0.1 0.1
H 1.7158 1.4262 0.5317 0.0 -0.1 0.0
H 3.2226 0.3928 0.5715 -0.2 0.0 0.0
```
Positions in Å, forces in eV/Å.

Results
DFT total energy: -272.624186 a.u.
HOMO energy: -0.3266 Ha
frontier orbital gap: 10.08 eV
structure (SMILES): C(=C1CC1)C1CC1

Quick look at the Mulliken charges, all values in e: C -0.60; C 0.28; C -0.49; C -0.63; C 0.01; C -0.61; C -0.61; H 0.37; H 0.22; H 0.21; H 0.22; H 0.24; H 0.41; H 0.26; H 0.19; H 0.26; H 0.26


Entry 4:
C7H10 | ωB97M-V/def2-TZVPD

```
17
Properties=species:S:1:pos:R:3:forces:R:3
C -1.2988 0.1328 0.6082 0.1 -0.1 0.2
C -1.4304 0.6097 -0.8936 0.2 0.2 -0.1
C -0.0373 0.8274 -1.3325 -0.2 -0.3 -0.2
C 0.7053 -0.4775 -1.3039 0.0 0.1 -0.1
C 1.1275 -0.6808 0.1590 0.0 -0.1 0.0
C 1.4188 0.5517 0.9694 0.0 0.2 0.1
C 0.1027 -0.1869 1.1374 -0.2 -0.2 0.0
H -1.8483 -0.8106 0.6809 0.0 0.2 0.1
H -1.8064 0.8522 1.2558 0.1 0.0 -0.1
H -1.9251 -0.1813 -1.4890 0.2 0.1 0.2
H -2.0545 1.5092 -0.9544 0.2 -0.2 0.1
H 0.0996 -1.3529 -1.5989 0.0 0.2 0.0
H 1.5919 -0.4192 -1.9442 0.0 -0.1 0.1
H 1.6838 -1.5939 0.3645 -0.1 0.2 -0.1
H 1.5176 1.4968 0.4455 -0.2 -0.1 0.1
H 2.1083 0.4275 1.8026 -0.2 0.1 -0.1
H 0.0454 -0.7040 2.0931 0.0 -0.1 -0.2
```
Positions in Å, forces in eV/Å.

Results
DFT total energy: -272.551908 a.u.
HOMO energy (alpha / beta): -0.2927 / -0.2927 Ha
frontier orbital gap (alpha / beta): 8.04 / 8.04 eV

Quick look at the Mulliken charges, all values in e: C -0.69; C -0.43; C -0.55; C -0.36; C -0.15; C -0.65; C -0.25; H 0.29; H 0.35; H 0.29; H 0.26; H 0.29; H 0.32; H 0.38; H 0.25; H 0.29; H 0.36


Entry 5:
C7H10 | ωB97M-V/def2-TZVPD

```
17
Properties=species:S:1:pos:R:3:forces:R:3
C -1.2926 -1.9267 1.5027 0.2 0.3 -0.2
C -0.6810 -1.0553 0.9363 -0.2 -0.3 0.2
C 0.1419 0.0138 0.3982 -0.1 0.0 0.0
C -0.4485 0.9257 -0.6700 0.0 0.1 0.0
C -0.9246 0.2083 -1.9323 0.0 -0.1 0.0
C 1.6332 -0.2425 0.3466 0.1 -0.1 -0.1
C 1.0682 0.6260 1.4267 0.0 0.1 0.2
H -1.8228 -2.6931 2.0240 0.1 0.1 -0.2
H 0.3322 1.6490 -0.9395 -0.1 -0.1 0.1
H -1.2748 1.5060 -0.2414 0.1 -0.1 0.0
H -0.1329 -0.4149 -2.3632 -0.1 0.1 0.1
H -1.2287 0.9372 -2.6921 0.0 -0.1 0.1
H -1.7847 -0.4364 -1.7229 0.1 0.1 0.0
H 1.9965 -1.2305 0.6105 -0.1 0.2 0.0
H 2.1740 0.2439 -0.4614 -0.1 -0.1 0.1
H 1.2270 1.6999 1.3839 0.0 -0.2 -0.1
H 1.0117 0.2115 2.4286 0.0 0.1 -0.2
```
Positions in Å, forces in eV/Å.

Results
DFT total energy: -272.629539 a.u.
HOMO energy: -0.3416 Ha
frontier orbital gap: 10.43 eV
structure (SMILES): C#CC1(CC)CC1

Quick look at the Mulliken charges, all values in e: C 0.27; C -1.00; C 0.90; C -0.68; C -1.17; C -0.69; C -0.83; H 0.45; H 0.37; H 0.29; H 0.31; H 0.36; H 0.32; H 0.30; H 0.25; H 0.24; H 0.31


Entry 6:
C7H10 | ωB97M-V/def2-TZVPD

```
17
Properties=species:S:1:pos:R:3:forces:R:3
C -0.7766 -1.4003 -0.3586 -0.3 -0.1 -0.1
C 0.7627 -1.2248 -0.4502 0.1 -0.2 0.0
C 0.8691 -0.0636 -1.1631 -0.1 0.2 -0.2
C 0.4936 0.9044 -0.0641 0.0 0.3 -0.1
C 1.4804 0.5937 1.0676 0.1 0.0 0.0
C 0.8333 -0.7772 1.0209 0.1 -0.2 0.3
C -0.5531 -0.1905 0.6196 -0.3 0.0 0.2
H -1.3573 -1.2610 -1.2733 0.1 0.0 0.1
H -1.1324 -2.2762 0.1989 0.1 0.1 -0.1
H -2.3433 1.6445 -1.9252 0.0 0.0 0.1
H -2.3376 1.7480 -1.1890 0.0 0.0 -0.1
H 0.4464 0.0249 -2.1627 0.1 0.0 0.1
H 0.2072 1.9271 -0.3222 0.0 -0.2 0.0
H 2.5467 0.6837 0.8330 -0.2 0.0 0.0
H 1.2380 1.1292 1.9902 0.0 -0.1 -0.1
H 0.9195 -1.5458 1.7927 0.0 0.1 -0.1
H -1.2965 0.0839 1.3855 0.1 0.0 -0.1
```
Positions in Å, forces in eV/Å.

Results
DFT total energy: -272.482629 a.u.
HOMO energy (alpha / beta): -0.2922 / -0.2925 Ha
frontier orbital gap (alpha / beta): 8.23 / 8.25 eV

Quick look at the Mulliken charges, all values in e: C -0.62; C 0.00; C -0.44; C -0.41; C -0.64; C -0.37; C -0.39; H 0.30; H 0.27; H 0.11; H -0.11; H 0.38; H 0.45; H 0.35; H 0.32; H 0.43; H 0.38


Entry 7:
C7H10 | ωB97M-V/def2-TZVPD

```
17
Properties=species:S:1:pos:R:3:forces:R:3
C 1.3450 -0.8746 -0.3950 -0.2 -0.1 0.0
C 0.9690 0.4947 0.1721 0.0 -0.1 0.1
C 0.0412 0.9900 -0.9465 0.0 0.0 0.0
C -0.9249 -0.2037 -0.7955 -0.1 -0.2 -0.2
C -1.4318 0.0411 0.6472 0.1 -0.2 0.1
C -0.0401 0.0101 1.2951 0.0 0.2 0.3
C -0.0613 -1.4555 -0.5560 0.2 0.2 -1.0
H 1.7990 -0.8467 -1.4011 -0.1 0.1 0.1
H 2.0004 -1.4771 0.2473 -0.2 0.0 -0.2
H 1.7694 1.1722 0.4912 -0.2 -0.2 0.0
H 0.5434 1.0284 -1.9214 0.0 0.0 0.2
H -0.4265 1.9615 -0.7539 0.0 -0.2 0.0
H -1.7138 -0.3569 -1.5338 0.1 0.0 0.1
H -2.0081 0.9693 0.7589 0.3 -0.1 -0.2
H -2.0274 -0.7956 1.0179 -0.1 0.1 -0.1
H 0.0810 0.4239 2.2874 -0.1 0.4 0.1
H 0.0855 -1.0809 1.3861 0.4 0.2 0.6
```
Positions in Å, forces in eV/Å.

Results
DFT total energy: -272.566027 a.u.
HOMO energy: -0.3044 Ha
frontier orbital gap: 8.49 eV

Quick look at the Mulliken charges, all values in e: C -0.54; C -0.14; C -0.86; C 0.01; C -0.56; C -0.90; C -0.75; H 0.42; H 0.26; H 0.47; H 0.34; H 0.33; H 0.52; H 0.30; H 0.35; H 0.40; H 0.36


Entry 8:
C7H10 | ωB97M-V/def2-TZVPD

```
17
Properties=species:S:1:pos:R:3:forces:R:3
C -1.8485 0.5334 -0.1251 0.0 0.1 0.1
C -1.0101 -0.7169 -0.1634 -0.2 0.0 -0.1
C 0.1553 -1.0428 0.7448 0.1 -0.1 0.1
C 0.9300 0.0557 1.3946 0.0 0.1 -0.2
C 1.4887 0.8770 0.5038 -0.1 -0.1 0.1
C 1.1893 0.4523 -0.9142 -0.1 0.0 -0.1
C 0.3600 -0.8234 -0.7602 0.1 -0.1 -0.1
H -2.3383 0.6864 -1.0947 0.1 0.0 0.2
H -2.6312 0.4320 0.6346 0.1 0.1 -0.1
H -1.2606 1.4247 0.1110 0.0 -0.1 0.0
H -1.6009 -1.6087 -0.3719 0.0 0.1 0.1
H 0.1200 -2.0054 1.2506 0.2 0.1 -0.3
H 1.0607 0.1234 2.4709 -0.1 0.1 -0.1
H 2.1104 1.7349 0.7429 -0.2 -0.1 0.0
H 0.6225 1.2165 -1.4632 0.1 0.0 0.1
H 2.1115 0.2826 -1.4839 -0.1 0.0 0.1
H 0.5414 -1.6217 -1.4766 0.0 0.0 0.3
```
Positions in Å, forces in eV/Å.

Results
DFT total energy: -272.674803 a.u.
HOMO energy: -0.3197 Ha
frontier orbital gap: 9.87 eV
structure (SMILES): C[C@@H]1[C@@H]2C=CC[C@H]12

Quick look at the Mulliken charges, all values in e: C -1.44; C -0.02; C -0.13; C -0.50; C -0.49; C -0.79; C -0.32; H 0.31; H 0.36; H 0.34; H 0.41; H 0.43; H 0.43; H 0.37; H 0.27; H 0.38; H 0.38


Entry 9:
C7H10 | ωB97M-V/def2-TZVPD

```
17
Properties=species:S:1:pos:R:3:forces:R:3
C -1.8882 -1.8012 0.6611 0.7 -2.4 0.0
C -0.9808 -1.3500 -0.1807 -2.1 -0.7 1.6
C -0.2376 -0.9340 -1.1132 0.8 0.3 1.4
C 0.0215 -0.9331 -2.4834 2.8 -1.6 -1.9
C 0.9477 -0.1602 -1.5477 -2.3 -0.2 -0.3
H -2.7996 -1.2473 0.9064 0.4 -0.2 0.0
H -1.7722 -2.9336 1.0098 -0.3 2.7 -0.4
H -0.6112 -0.4188 -3.1133 -1.2 1.1 -1.4
H 0.5761 -1.7800 -2.9609 -1.0 0.5 0.5
H 1.8550 -0.5954 -1.3292 2.0 -0.7 0.3
H 0.8538 0.8880 -1.5293 0.1 1.0 0.1
C 0.7898 1.4404 1.4514 1.2 2.2 -2.1
C 0.4882 2.2978 2.3960 0.3 1.3 1.9
H 1.2722 1.6785 0.4400 -1.0 0.0 1.7
H 0.6267 0.4524 1.6168 -0.3 -2.9 0.4
H 0.6451 3.3797 2.3235 0.0 -0.4 -0.3
H 0.2134 2.0168 3.4525 -0.1 -0.1 -1.5
```
Positions in Å, forces in eV/Å.

Results
DFT total energy: -272.543268 a.u.
HOMO energy: -0.3385 Ha
frontier orbital gap: 10.30 eV
structure (SMILES): C=C=C1CC1.C=C

Quick look at the Mulliken charges, all values in e: C -1.05; C 0.43; C 0.57; C -0.61; C -0.85; H 0.26; H 0.19; H 0.27; H 0.19; H 0.28; H 0.32; C -0.32; C -0.48; H 0.07; H 0.25; H 0.24; H 0.22


Entry 10:
C7H10 | ωB97M-V/def2-TZVPD

```
17
Properties=species:S:1:pos:R:3:forces:R:3
C -1.2316 -1.5939 0.1964 0.3 0.1 0.2
C -0.2484 -0.4183 0.1740 -0.3 0.4 0.0
C 1.5593 -0.2343 0.6132 -1.9 -0.1 0.4
C 1.4786 0.6605 -0.5634 0.1 -0.1 -0.2
C 0.1873 1.4944 -0.4881 -0.2 0.5 -0.2
C -0.6693 0.9479 0.6516 -0.2 0.3 0.0
C 0.2262 0.1464 -1.1696 -0.3 0.0 -0.3
H -1.6076 -1.8461 1.1932 0.2 0.1 0.0
H -2.1065 -1.2737 -0.3976 0.3 0.0 0.2
H -0.8741 -2.5169 -0.2821 0.2 0.3 0.2
H 1.8364 0.2414 1.5585 -0.4 -0.5 0.1
H 1.1350 -1.2297 0.6269 2.4 -1.4 -0.3
H 2.2981 1.0794 -1.1451 0.0 -0.2 0.2
H 0.0932 2.4670 -0.9485 0.2 0.0 0.0
H -0.4126 1.1720 1.6943 -0.2 0.2 -0.3
H -1.7343 1.0970 0.4710 -0.1 0.3 -0.1
H 0.0705 -0.1930 -2.1848 -0.2 0.1 0.1
```
Positions in Å, forces in eV/Å.

Results
DFT total energy: -272.543114 a.u.
HOMO energy: -0.2932 Ha
frontier orbital gap: 9.02 eV
structure (SMILES): C[C@]12C[C@@H]3[C@H](C1)[C@@H]32

Quick look at the Mulliken charges, all values in e: C -1.54; C 0.80; C -1.09; C -0.33; C -0.48; C -0.53; C -0.60; H 0.33; H 0.39; H 0.38; H 0.23; H 0.56; H 0.43; H 0.38; H 0.27; H 0.33; H 0.47


Entry 11:
C7H10 | ωB97M-V/def2-TZVPD

```
17
Properties=species:S:1:pos:R:3:forces:R:3
C 1.5553 -1.1283 -1.6650 0.1 -0.1 1.0
C 1.0046 -1.1791 -0.4835 -0.3 0.4 0.7
C 0.5431 -1.1859 0.7499 -0.2 -0.8 -3.4
C -0.6577 -1.8527 1.2667 -1.5 0.7 0.2
H 2.3413 -1.8145 -1.8390 0.7 -0.8 -0.4
H 1.4511 -0.3557 -2.3900 -0.6 0.4 -0.3
H 0.9650 -0.5346 1.4206 1.4 1.4 1.6
H -1.4461 -1.0108 1.4076 1.0 -1.6 0.2
H -0.3035 -2.2687 2.2155 -0.9 -0.1 0.1
H -1.0932 -2.6368 0.6229 0.3 0.4 0.3
C -0.8711 1.2228 -1.6000 -0.1 -0.9 -2.0
C -0.6606 1.8558 -0.6380 -0.5 0.1 0.7
C -0.5039 2.4340 0.6210 0.0 1.9 2.2
H -0.8787 0.6831 -2.4814 -0.3 -0.7 -1.1
H -1.3758 2.1795 1.3075 1.2 0.2 -0.7
H -0.5374 3.5727 0.4694 0.5 -1.5 0.7
H 0.4674 2.0192 1.0158 -1.0 1.0 0.1
```
Positions in Å, forces in eV/Å.

Results
DFT total energy: -272.555243 a.u.
HOMO energy: -0.3331 Ha
frontier orbital gap: 10.01 eV
structure (SMILES): C=C=CC.C#CC

Quick look at the Mulliken charges, all values in e: C -0.83; C 0.11; C -0.20; C -0.85; H 0.26; H 0.29; H 0.42; H 0.17; H 0.31; H 0.32; C -0.18; C 0.00; C -1.07; H 0.48; H 0.25; H 0.32; H 0.20


Entry 12:
C7H10 | ωB97M-V/def2-TZVPD

```
17
Properties=species:S:1:pos:R:3:forces:R:3
C -0.8981 2.4285 -0.0695 0.1 -0.5 0.2
C -0.6896 1.2816 0.2379 -0.1 0.5 -0.3
C -0.4352 -0.1460 0.2313 0.1 0.1 -0.1
C 1.0056 -0.5910 0.4680 0.0 0.0 0.0
C 2.0436 0.3934 -0.0715 0.0 0.0 0.0
C -1.2478 -0.7962 -0.8701 -0.1 -0.1 -0.3
C -1.5443 -1.1157 0.5622 -0.1 0.0 0.1
H -1.0761 3.4069 -0.4399 0.0 0.2 0.2
H 1.1290 -1.5704 -0.0137 0.0 0.1 0.1
H 1.1737 -0.7422 1.5422 -0.1 0.0 -0.1
H 1.8429 0.6470 -1.1185 0.0 -0.1 0.1
H 3.0509 -0.0313 -0.0044 -0.2 0.1 0.0
H 2.0288 1.3289 0.4998 0.0 -0.2 -0.1
H -1.9392 -0.1316 -1.3808 0.1 -0.2 0.0
H -0.7610 -1.5282 -1.5052 0.0 0.0 0.1
H -1.2178 -2.0865 0.9273 0.0 0.2 0.0
H -2.4654 -0.7473 1.0048 0.2 0.0 -0.1
```
Positions in Å, forces in eV/Å.

Results
DFT total energy: -272.622618 a.u.
HOMO energy: -0.3383 Ha
frontier orbital gap: 10.35 eV
structure (SMILES): C#CC1(CC)CC1

Quick look at the Mulliken charges, all values in e: C 0.08; C -1.00; C 1.11; C -0.55; C -1.25; C -0.83; C -0.72; H 0.43; H 0.36; H 0.25; H 0.33; H 0.38; H 0.32; H 0.30; H 0.24; H 0.27; H 0.28


Entry 13:
C7H10 | ωB97M-V/def2-TZVPD

```
17
Properties=species:S:1:pos:R:3:forces:R:3
C -1.1724 2.8455 -1.6759 -0.1 -0.1 0.7
C -0.5185 2.1938 -0.7121 -0.8 -1.0 -0.2
C -0.5126 0.7217 -0.6275 1.4 0.8 0.2
C 0.3234 0.1755 0.2614 -1.5 -1.1 -0.3
C 0.4770 -1.2870 0.5025 1.0 0.7 -0.2
C 0.8113 -2.1195 -0.4980 0.0 -0.7 0.1
C 0.4291 -1.6812 1.9531 1.1 -0.3 0.3
H -1.1189 3.9120 -1.8377 -0.2 0.0 0.2
H -1.9253 2.2598 -2.1914 0.4 0.1 -0.7
H -0.0648 2.5961 0.1882 0.5 0.7 -0.6
H -0.8772 0.0802 -1.4222 -0.8 0.2 0.2
H 1.0051 0.7810 0.8505 -0.3 0.1 0.4
H 0.3305 -2.1687 -1.4695 0.7 1.2 -0.4
H 1.5749 -2.8833 -0.3625 -0.9 -0.8 0.6
H 0.1768 -2.7274 2.0304 -0.6 -0.2 0.0
H 1.3517 -1.6505 2.5413 0.3 0.5 -0.2
H -0.2900 -1.0479 2.4693 -0.2 -0.2 0.0
```
Positions in Å, forces in eV/Å.

Results
DFT total energy: -272.602612 a.u.
HOMO energy: -0.2915 Ha
frontier orbital gap: 8.77 eV
structure (SMILES): C=C/C=C/C(=C)C

Quick look at the Mulliken charges, all values in e: C -0.76; C -0.08; C -0.08; C -0.41; C 0.44; C -0.77; C -1.34; H 0.28; H 0.24; H 0.26; H 0.29; H 0.34; H 0.25; H 0.27; H 0.38; H 0.32; H 0.37